[1]
C22H56CrN5O10 | ωB97M-V with the def2-TZVPD basis set

## Properties
- <S²> = 8.768
- calculated total energy (eV) = -80044.005
- net charge = +2
- HOMO energy (alpha / beta) (eV) = -11.52 / -11.52
- gap between HOMO and LUMO (alpha / beta) (eV) = 6.69 / 2.56
- spin multiplicity = 6

Last column: Mulliken charge in e.
Element x y z (Å)
Cr: -3.56601 8.67812 21.61062  0.464
O: -2.74427 -3.93704 17.69522  -0.334
O: -5.65380 8.83948 20.71447  0.027
O: -9.45685 3.18376 13.39079  -0.369
O: -4.61411 8.06507 26.04734  -0.402
O: -4.62766 0.59206 19.59619  -0.453
O: -4.23371 5.47572 16.44348  -0.398
O: -2.75643 5.24136 22.00913  -0.759
O: -1.96022 8.49815 20.03768  -0.265
O: -4.27627 4.52614 20.66426  -0.556
O: -4.10984 6.63718 21.02889  -0.057
N: -1.95777 7.91683 22.86873  -0.111
N: -2.26239 -0.88169 18.44090  -0.420
N: -3.71220 5.46787 21.26438  0.707
N: -6.78552 5.01855 15.30224  0.112
N: -4.92187 8.26480 23.38480  0.720
C: -2.30508 -0.15897 19.74137  -0.961
C: -1.37430 -2.01749 18.47049  -0.511
C: -5.04563 6.96571 24.00711  -0.850
C: -5.57418 7.17351 25.46892  -0.723
C: 0.22566 7.50728 22.87232  -1.533
C: -7.58605 4.47041 14.14048  -0.571
C: -6.22210 4.06308 16.31741  -0.392
C: -6.08982 8.76825 19.36772  -1.119
C: -5.59689 1.66680 19.80352  0.025
C: -6.69893 8.66050 21.65348  -0.779
C: -6.29701 8.85577 23.13934  -0.802
C: -10.36270 2.03399 13.72609  -0.718
C: -5.28419 4.81147 17.21741  0.147
C: -3.22476 1.03030 19.78954  -0.091
C: -2.05447 8.12384 18.66886  -0.607
C: -8.87397 3.67469 14.58983  -0.398
C: -0.84562 7.85883 20.67363  -0.723
C: -4.74251 8.27311 27.45238  -0.850
C: -0.77590 8.24331 22.14283  0.202
C: -1.63316 -3.07612 17.35299  -0.625
C: -3.53341 -4.50071 16.62591  -0.753
C: -2.96918 5.05004 16.85654  -0.729
H: -4.62252 8.72873 24.23053  0.312
H: -6.11462 5.74346 15.09124  0.339
H: -2.36928 5.71270 16.23275  0.300
H: -0.63824 9.31962 22.24635  0.334
H: -5.77775 8.43021 27.75522  0.354
H: -5.77467 3.15829 15.90598  0.380
H: -4.06938 -3.79665 15.98941  0.314
H: -6.88733 7.58828 21.59927  0.328
H: -1.76742 7.10991 18.39024  0.266
H: -3.08381 -5.25884 15.98467  0.312
H: -2.05853 -2.51568 16.52048  0.386
H: 0.40951 7.97260 23.84070  0.451
H: -7.88022 5.23067 13.41690  0.411
H: -3.10872 -1.31798 18.10403  0.263
H: -6.30253 7.75065 19.04008  0.390
H: -5.54694 1.99036 20.84318  0.198
H: -1.02361 6.80847 20.44306  0.404
H: -11.04511 1.86866 12.89237  0.293
H: -5.91009 5.60970 17.61638  0.156
H: -3.06134 8.34889 18.31718  0.118
H: -5.20293 2.34429 19.04596  -0.316
H: -7.13481 3.83997 16.86994  0.372
H: -2.67085 5.03992 17.90487  0.181
H: -1.51424 -2.40021 19.48144  0.355
H: -5.85350 6.37407 23.57651  0.310
H: -4.13724 7.51968 27.95645  0.287
H: 1.22831 7.55095 22.44702  0.409
H: -1.80846 8.15469 23.83891  0.244
H: -2.42466 -0.86718 20.56130  0.486
H: -0.40461 -1.54093 18.32667  0.278
H: -6.55665 7.62572 25.60442  0.330
H: -6.60407 1.30024 19.60520  0.336
H: -3.16795 1.44037 20.79787  0.340
H: -2.90919 1.75723 19.04115  0.142
H: -0.75368 -3.70005 17.19384  0.391
H: -5.44530 9.13985 18.57109  0.335
H: -6.82275 3.85870 13.65956  0.337
H: -4.31782 -5.07572 17.11802  0.277
H: -4.95457 4.22885 18.07765  -0.200
H: -1.98175 6.90852 22.81548  0.143
H: -1.27822 0.17880 19.88133  0.360
H: -6.27986 9.93975 23.25248  0.383
H: -9.80722 1.11555 13.91584  0.306
H: -7.65309 9.12875 21.41177  0.573
H: -4.08267 6.45577 24.03448  0.256
H: -5.59210 6.25548 26.05628  0.508
H: -0.02983 6.47259 23.10090  0.410
H: -9.57428 4.24203 15.20285  0.350
H: -7.04278 9.29686 19.34446  0.396
H: -1.30684 8.73387 18.16190  0.395
H: -11.02709 2.32132 14.54103  0.319
H: -2.90300 4.07853 16.36675  0.393
H: -4.40271 9.29495 27.62115  0.292
H: 0.07192 8.12353 20.14812  0.485
H: -7.10440 8.41277 23.72241  0.296
H: -8.54736 2.76954 15.10180  0.383

=====

[2]
C22H56F2N9O14S2Tl | ωB97M-V with the def2-TZVPD basis set

## Properties
- calculated total energy (eV) = -97573.003
- net charge = +2
- HOMO energy (eV) = -12.80
- gap between HOMO and LUMO (eV) = 1.24

Last column: Mulliken charge in e.
Element x y z (Å)
Tl: 0.64819 3.92514 19.76775  0.998
S: -0.14171 0.06569 23.86227  1.015
S: -1.10293 -1.44723 22.43611  1.086
F: -1.95644 -1.53931 21.07761  -0.273
F: 0.83580 1.29265 23.58339  -0.290
O: -0.18972 -2.54631 22.36889  -0.473
O: 1.66325 0.34737 16.27907  -0.594
O: -10.36912 -0.19112 23.23175  -0.552
O: 0.88982 -0.80347 24.39228  -0.460
O: -4.84990 3.89823 21.39269  -0.567
O: -3.37169 2.52003 16.76498  -0.577
O: -6.05263 -6.02061 28.04860  -0.499
O: -0.49386 6.64979 23.97085  -0.608
O: 4.36231 5.55173 23.54877  -0.527
O: -2.24769 -1.61235 23.35292  -0.495
O: 4.87263 -4.49715 28.47020  -0.523
O: -1.00547 0.83587 24.75245  -0.484
O: 4.46742 0.54468 20.72054  -0.526
O: -7.75081 2.40472 29.39484  -0.526
N: 0.28261 7.96732 25.59095  -0.339
N: 5.83734 6.90384 24.39031  -0.393
N: 4.42523 -3.06533 26.96921  -0.315
N: -4.06044 -6.53763 27.27375  -0.334
N: 2.46585 -0.73293 14.56298  -0.362
N: -0.58490 0.00395 22.23989  -0.115
N: 6.46829 0.65363 21.54064  -0.402
N: -6.47324 2.81967 22.44571  -0.313
N: -5.29185 1.33432 16.80203  -0.346
C: 3.35469 -5.13962 26.79231  -0.878
C: -5.61820 1.84963 28.59738  -1.257
C: 5.27661 4.76308 25.42583  -0.896
C: -10.27467 -1.48276 23.69585  0.562
C: -4.42160 2.17647 16.27211  0.655
C: -8.87845 -1.96155 23.69500  -1.175
C: -5.10484 -6.79846 27.99739  0.707
C: 5.36325 -0.02993 21.17868  0.664
C: -6.79312 3.94932 27.99595  -1.219
C: 5.27073 -1.51476 21.34318  -0.862
C: 0.84049 -1.82547 15.97600  -0.910
C: 5.02175 5.87958 24.45837  0.616
C: -5.06296 -8.10989 28.94199  -0.871
C: 4.27686 -4.23917 27.45102  0.796
C: -6.88775 2.49365 28.29060  0.608
C: -6.02650 3.82356 21.72609  0.733
C: -7.02674 4.94661 21.38392  -0.971
C: -0.48375 7.03615 25.14385  0.668
C: -1.39016 6.36779 26.19943  -0.975
C: 1.64122 -0.64094 15.55594  0.699
C: -10.95493 -1.63552 25.04517  -1.304
C: -4.80581 2.76809 14.88921  -0.966
H: -6.05330 1.00439 16.22630  0.207
H: -6.47123 3.87668 26.95710  0.340
H: 0.75140 8.55746 24.91859  0.243
H: -7.81989 4.25628 27.79689  0.339
H: 4.58504 4.95655 26.24583  0.267
H: -4.22488 2.11284 14.24016  0.275
H: -5.75850 0.77674 28.72903  0.368
H: -8.46689 -1.85650 22.69117  0.333
H: -5.16972 2.18711 29.53176  0.323
H: 3.79657 -2.81572 26.21915  0.131
H: 4.24848 -1.70182 21.67198  0.216
H: -7.31061 1.95245 27.44421  0.161
H: 2.57000 -4.47285 26.43487  0.266
H: -3.97727 -5.70788 26.70392  0.219
H: -10.81117 -2.03160 22.92186  0.231
H: -5.87744 2.82646 14.69864  0.342
H: -5.85663 -8.85569 28.98628  0.322
H: -4.92105 1.95790 27.76651  0.295
H: 3.11626 0.01688 14.37622  0.232
H: -7.22543 5.56334 22.26043  0.275
H: 6.54355 1.64891 21.38626  0.222
H: -10.22117 -0.23447 22.28421  0.344
H: -8.96598 -3.00863 23.98495  0.341
H: -0.82016 5.53692 26.61520  0.285
H: 0.68273 -2.56617 15.19204  0.334
H: 6.24286 4.95569 25.89204  0.308
H: -6.81300 5.48389 20.45993  0.302
H: -5.84443 2.13619 22.84265  0.216
H: -4.42924 3.77353 14.70108  0.293
H: -11.04869 -2.62163 25.50003  0.387
H: -3.29560 -7.18754 27.16086  0.208
H: 5.51236 -2.12565 20.47339  0.267
H: 2.98503 -5.91747 27.46045  0.286
H: -10.39726 -1.02054 25.75150  0.303
H: -7.46156 2.61854 22.49932  0.174
H: 5.53023 7.62457 23.75286  0.247
H: -6.32827 4.58021 28.75357  0.334
H: -11.99681 -1.31804 25.00304  0.314
H: -8.21951 -1.44115 24.39004  0.269
H: -4.32682 -8.78424 28.50444  0.296
H: 6.40873 7.19841 25.16932  0.216
H: -5.17870 0.95260 17.73024  0.234
H: 0.63049 7.98243 26.53903  0.224
H: 1.33329 -2.38331 16.77229  0.256
H: 3.82457 -5.54260 25.89513  0.281
H: -1.62325 6.98997 27.06353  0.349
H: -7.95564 4.45227 21.09956  0.336
H: -7.97853 1.48599 29.55512  0.326
H: 5.92837 -1.86943 22.13678  0.344
H: 4.99101 -2.30622 27.32097  0.233
H: -4.85837 -7.70154 29.93169  0.248
H: 5.21195 3.72300 25.10624  0.267
H: 7.18224 0.04884 21.92093  0.199
H: -2.34601 6.05022 25.78278  0.273
H: 2.31295 -1.49699 13.92038  0.213
H: -0.13243 -1.54926 16.38250  0.258